[1]
The following is a quantum chemistry calculation of a 5-piece molecular cluster, C43H58B2F38N4O12P overall at a distorted geometry, from the Open Molecules 2025 dataset.

multiplicity: 1
total charge: +1
max |F|: 10.1 eV/A
Kohn-Sham gap: 0.3112 Eh
energy: -189945.9080 eV
E_LUMO: -0.1126 Eh

```
158
Properties=species:S:1:pos:R:3:forces:R:3:lowdin_charge:R:1
P 0.5306 -1.7968 -0.4899 0.9279 -7.6403 -0.8411 0.812
F -7.9983 -3.1230 -0.6957 -0.3277 0.3858 -0.2927 0.087
F -6.7216 -1.5405 -1.4506 -0.1301 -0.2440 0.1363 0.068
F -10.2601 -1.6502 -1.2194 0.5898 0.1846 0.2507 0.109
F 5.0893 -3.1080 -1.9827 0.8024 4.1985 -3.5876 0.035
F 4.1585 -1.5461 -5.2757 -0.8874 -0.7957 4.1601 -0.014
F 9.1148 -1.8051 -0.6671 -0.5652 0.6068 -0.0706 0.144
F -6.0393 -2.6408 1.2534 -0.1199 -0.0286 -0.1214 0.074
F -5.0145 0.0500 -4.2190 -0.0813 0.2969 0.2804 0.071
F 9.6020 3.8744 1.5624 0.2222 -0.1119 -0.2487 0.092
F -6.5526 -1.4661 -3.9324 -0.0185 0.6042 -0.1449 0.090
F -7.5350 -4.9537 6.7195 -0.1371 0.7671 -0.3253 0.142
F 0.7354 2.0321 -7.6302 -0.7676 0.4773 0.0786 0.122
F -6.9294 2.0698 -3.7545 0.2681 -0.7444 -0.2072 0.141
F -1.1381 3.2873 -5.9702 0.2605 -0.0530 -0.4255 0.087
F 0.8868 3.8495 -5.3956 -0.1708 0.1000 -0.3797 0.076
F -9.0652 -2.0264 -2.9985 0.2579 0.1140 0.4219 0.128
F 8.7556 1.8785 1.4981 0.1834 0.3816 0.0483 0.077
F 6.6368 -0.5710 -0.1203 0.3927 -0.1075 0.0969 0.083
F 4.1708 1.7490 -5.0572 0.3583 0.5252 -0.2346 0.062
F -7.4805 -4.9784 1.1199 0.5948 0.0985 0.4631 0.102
F 9.2165 -0.3657 0.9495 -0.5820 -0.5224 -0.4512 0.120
F 2.1149 1.7138 -5.7472 0.4358 -0.0443 0.2098 0.075
F 9.7992 2.8148 -0.9836 0.0077 -0.0924 0.4806 0.125
F -8.4283 -3.4708 2.3703 0.5125 0.0433 0.0045 0.126
F 11.7229 3.1065 -0.0096 -0.2927 -0.2876 0.4965 0.106
F -6.1131 -4.2776 5.2306 -0.3807 0.2570 0.7413 0.119
F -7.8800 -2.0706 4.6590 -0.0984 -0.3844 0.2809 0.084
F -0.4244 3.5246 -8.6898 0.1270 0.1582 0.8479 0.143
F 3.4851 4.1722 -6.1980 -0.0539 -0.5022 0.0242 0.127
F 4.9876 3.0728 -7.3242 -0.4229 -0.5151 0.1267 0.109
F -7.1732 -2.1552 6.7181 -0.0047 -0.5453 -0.1771 0.093
F 7.5058 1.3702 -0.5932 0.0835 -0.3145 -0.0981 0.087
F -5.0046 2.2754 2.0979 1.6840 -2.6892 -1.2067 -0.146
F 2.8666 -2.9146 -3.7750 3.6260 3.1403 -0.0803 0.014
F -5.8581 -2.8065 3.4083 0.0364 0.0096 -0.5313 0.074
F 6.0374 -0.8990 -2.6684 -3.4692 -4.3212 -1.6397 0.020
F 6.1338 -2.7972 -4.1088 -2.6953 2.4986 3.7019 0.024
F -6.6738 0.7322 -2.0690 0.5041 0.2866 -0.7137 0.110
O 1.6768 4.0255 -8.1700 -0.9696 -1.1704 1.3149 0.036
O 3.0791 -1.5031 3.2051 -1.5225 2.7773 -2.5735 -0.050
O -8.5246 0.5712 -3.3729 2.0084 -0.5172 0.3884 0.037
O 0.4404 -1.8860 -2.2293 -0.3303 2.0924 2.9212 -0.186
O -0.1810 3.5947 0.5251 -1.8287 -2.5045 -1.4956 0.009
O 10.0800 0.1520 -1.0847 -1.5542 -0.0031 1.2948 0.036
O -0.9107 -2.6070 0.0217 0.3450 1.8109 -2.1172 -0.234
O 3.9533 -0.5615 1.2381 -3.9023 2.2537 0.8292 0.056
O -1.0342 -4.1718 3.6754 0.6731 2.3752 1.1586 -0.126
O 3.0994 3.7580 4.7966 -1.8726 -3.0100 -7.8210 -0.043
O -8.1880 -4.9435 4.5959 1.2893 1.4135 0.4890 0.036
O -1.2174 1.1199 1.3051 1.6186 -1.3077 -0.3371 -0.136
N 1.3595 -0.0073 1.7220 -0.4271 0.6017 0.1345 0.040
N 1.6824 -2.9382 -0.1655 -1.8109 3.3275 0.3584 -0.141
N 2.2490 4.3602 2.5568 -0.0573 -0.8494 2.3306 0.068
N -0.8656 1.4195 6.0788 1.6966 -0.2069 -0.6766 -0.036
C 10.5801 2.3510 0.0286 0.0259 -0.0072 -1.0733 -0.430
C -9.0727 -1.3354 -1.8271 -0.5449 -0.0302 -0.9379 -0.425
C -3.9419 -0.0465 2.6253 0.3930 0.6100 1.0250 -0.138
C 0.2080 -0.4307 2.6899 -2.2904 -2.8099 3.0587 -0.184
C 1.8017 1.4320 2.0925 -0.0631 4.1211 -0.2384 -0.086
C 2.9558 1.7023 3.1779 0.3343 2.5821 0.9335 -0.064
C -7.9390 -1.7821 -0.9124 0.2239 -0.9519 0.7491 -0.299
C 3.3964 1.7907 -6.1739 0.1939 -0.6744 0.2746 -0.284
C 3.1138 -0.3375 -1.5856 2.6183 -0.2414 -0.6952 -0.171
C -6.0474 -3.5305 2.2814 0.5542 0.4036 -0.2912 -0.283
C 1.8765 0.4766 -0.9206 0.9438 1.3769 -2.9986 -0.147
C 7.6322 0.0377 -0.8200 -0.2407 0.4121 -0.3613 -0.274
C -7.4235 -4.2351 5.5697 -0.0520 -2.0625 -0.6367 -0.477
C 0.1435 -2.0842 2.9586 0.3837 -1.3140 0.9393 -0.095
C -1.5845 0.2834 -0.9971 -6.5318 -4.9752 -5.5859 -0.013
C 2.7519 3.3377 3.5526 1.5544 2.6110 6.0645 -0.282
C -6.3558 -0.1689 -4.2806 -0.0375 -0.7596 -0.5277 -0.258
C 10.9873 0.9003 -0.2714 0.9201 -0.4621 -0.4902 -0.052
C -7.9348 -2.8068 5.7982 -0.2988 0.8463 0.1250 -0.262
C 4.4721 -1.3381 3.5795 2.5788 -1.2876 1.9858 -0.095
C -0.4864 0.8572 0.0687 -1.5258 1.1419 0.0646 -0.263
C -0.3792 2.9065 -2.0380 0.1139 0.4609 0.2425 -0.047
C 0.3792 0.0048 4.2485 0.1951 -0.1909 2.5183 -0.122
C -9.1049 0.1707 -2.1291 -0.8855 0.7261 -0.0368 -0.050
C 0.0656 1.4647 4.8479 0.3134 1.7055 0.4507 -0.261
C 3.8377 -1.7837 -3.8206 -2.2407 0.8594 -1.4182 -0.162
C -1.3060 -2.7321 3.3406 -0.1700 -0.7283 0.8447 -0.204
C 0.9102 -0.0511 0.2372 -1.8624 0.7726 -2.4485 -0.229
C -7.4675 -5.3517 3.4303 -0.4352 -1.0364 0.1132 -0.049
C 9.9163 2.5638 1.3835 -0.2536 0.7434 0.7583 -0.292
C -2.5670 -0.3233 -1.8368 6.5290 4.5147 6.3035 0.179
C -4.4683 1.0029 1.4865 -1.7617 -1.1633 -0.2643 -0.113
C 3.6648 3.0643 -6.9661 0.0405 1.1206 -0.1955 -0.426
C 0.5014 3.3638 -7.7061 1.1837 -0.1240 -1.9148 -0.477
C -1.2792 -0.0449 2.1797 -1.9449 0.0236 -0.9839 -0.208
C -7.3579 -4.3074 2.3086 -1.1273 -0.2206 0.0428 -0.428
C 3.0722 -0.4191 -3.2584 0.9194 -0.0015 0.0334 -0.052
C 2.8459 3.2070 -8.2582 0.2107 0.3613 -1.0555 -0.049
C -2.4439 0.3425 3.2604 -1.0147 0.2670 -0.2371 -0.101
C 5.2707 -2.0943 -3.0886 2.3197 -3.2568 -0.6619 -0.110
C 9.0095 -0.4786 -0.3841 2.1749 -0.2732 -0.0446 -0.469
C -0.0290 3.9524 -6.3924 -0.2698 0.3660 0.6812 -0.261
C -7.1145 0.7847 -3.3485 -1.9390 1.0265 0.8424 -0.478
B 2.6737 -0.7061 2.0191 6.6418 -3.3870 1.0647 -0.506
B -0.3312 2.4474 -0.4373 0.5722 2.9383 -0.7607 -0.301
H -0.3485 2.0135 -2.7911 -0.3119 1.8555 1.2555 0.066
H 3.4883 3.7314 -8.9762 -0.0872 0.0572 0.3634 0.155
H 4.0797 1.7360 2.7679 -2.5921 -0.5741 0.8186 0.160
H 10.5785 2.2684 2.2025 0.0931 -0.0803 -0.1423 0.176
H 1.1979 0.5710 -1.9091 0.9159 0.0427 2.6322 0.119
H -0.4734 2.2281 4.1054 1.4358 -1.7672 1.3481 0.127
H 3.6979 0.4884 -3.7022 -1.5826 -2.2487 1.0943 0.121
H -1.1859 2.4042 6.2063 0.4932 -1.2172 0.3566 0.078
H -0.2837 5.0083 -6.5102 0.0561 -0.0738 -0.2228 0.178
H 2.2225 2.0542 1.1905 -0.9972 -1.7757 1.2356 0.151
H 4.0800 0.3797 0.9308 -0.0659 -1.5530 0.0069 0.106
H 0.7896 -2.3952 3.9233 -1.1717 1.1662 -2.3050 0.146
H -6.6787 -0.0440 -5.3168 -0.0823 0.1846 0.1210 0.180
H 3.3838 -1.3817 -1.1691 -1.0821 1.6491 -0.4235 0.093
H -2.4000 -0.2111 4.2858 0.3013 1.2388 -1.9932 0.108
H -4.6885 -0.0185 3.5513 1.4473 0.0455 -2.1517 0.140
H -6.5007 -5.8042 3.6805 -0.1046 0.3648 -0.0816 0.148
H -7.9945 -1.2876 0.0618 -0.1193 0.0974 -0.0746 0.169
H -0.2437 1.1115 6.8858 -1.3598 0.9149 -1.1515 0.093
H -3.7250 1.2126 0.6081 -1.2245 0.0428 2.0794 0.105
H -8.7415 0.7763 -1.2905 0.1182 -0.3324 -0.1617 0.147
H -0.3704 -0.6741 4.8983 1.5129 1.3861 -1.9317 0.133
H -3.5130 -0.7199 -2.4201 2.3995 1.1190 1.3243 0.084
H 2.6382 2.2413 -8.7341 -0.0005 0.1209 0.3710 0.149
H -2.0936 -2.7677 2.4763 1.6393 0.2411 1.6975 0.120
H 11.9049 0.9532 -0.8703 -0.3324 0.1673 -0.0198 0.154
H 4.8801 -0.2436 3.6410 -1.0824 -2.0217 -0.4570 0.101
H -10.1627 0.4453 -2.2245 0.2157 -0.2662 -0.1479 0.154
H -3.9311 -1.1778 2.2630 -0.0910 2.5520 0.3801 0.107
H 11.2825 0.3506 0.6301 -0.2919 0.2545 -0.0796 0.148
H 7.4650 -0.1415 -1.8848 0.6489 0.1016 0.4988 0.148
H 5.2441 -2.0108 2.9641 -2.0497 1.6473 0.9959 0.136
H 1.9895 -0.3861 -3.6939 2.1296 -0.3074 0.6885 0.122
H 1.2780 -3.7354 0.3589 0.1675 0.7097 -0.5705 0.009
H -8.9698 -2.8120 6.1482 0.0615 -0.2347 -0.0031 0.178
H -1.0096 4.1577 0.5220 1.4896 -0.7903 -0.2193 0.131
H -1.5168 -2.8335 -0.7661 1.3912 0.7894 1.5301 0.112
H 0.5695 -2.7551 2.1375 -0.6583 1.2992 0.8764 0.090
H -1.7603 -2.2889 4.3511 0.8189 -0.5035 -2.4858 0.136
H 1.0766 1.9340 5.2733 -1.9844 -0.7454 -1.5338 0.116
H 4.5671 -1.7612 4.6938 -0.4873 0.9237 -2.4138 0.127
H 2.6309 5.3007 2.8749 -0.4134 -1.6505 -0.2377 0.115
H -2.4355 1.5181 3.4186 0.0903 -2.5603 -0.1739 0.138
H 0.5130 3.6589 -2.2786 -1.8456 -1.6397 0.5745 0.104
H 3.6217 0.8985 -6.7654 0.0153 0.1105 -0.0896 0.177
H -1.3654 3.5625 -2.1563 1.9327 -1.4991 -0.0335 0.110
H 2.3371 1.5721 -0.8393 -1.4913 -2.1469 0.4832 0.163
H -0.5624 -4.1064 4.5678 -0.9449 -0.4587 -1.8233 0.111
H 0.0532 -1.0901 -2.6702 0.0110 -0.7568 0.5030 0.053
H -1.8410 -0.8408 1.5024 1.9271 0.9602 1.4496 0.141
H -5.1911 -4.1979 2.1472 -0.1260 -0.1348 0.0312 0.177
H 1.4261 -0.3094 4.7385 -2.1501 0.4660 -1.7108 0.144
H -5.4246 0.4951 0.9832 2.0111 1.2265 1.1301 0.125
H 4.1314 0.2780 -1.4150 -2.4249 -1.2660 -0.0624 0.126
H 0.8679 2.1176 2.3910 1.7444 -2.2064 -0.6638 0.147
H 1.2113 4.4452 2.7723 1.4074 -0.2850 -0.7116 0.101
H -8.0593 -6.1816 3.0247 -0.0428 0.3779 -0.0064 0.155
H 2.8740 1.2146 4.2342 0.2494 0.6775 -2.2926 0.127
```
Positions in Å, forces in eV/Å.

=====

[2]
The following is a quantum chemistry calculation of an isolated ion of composition C2H8NS2 and charge +1 at a distorted geometry, from the Open Molecules 2025 dataset.

multiplicity: 1
total charge: +1
max |F|: 3.0 eV/A
relative energy (zero: lowest compared OMol25 entry of this formula, charge and spin): 86.1 kcal/mol
Kohn-Sham gap: 0.3078 Eh
energy: -25353.8046 eV
E_LUMO: -0.1370 Eh

```
13
Properties=species:S:1:pos:R:3:forces:R:3:nbo_charge:R:1
S 0.1074 2.4452 -2.8345 -0.6168 1.4072 -1.8368 -0.051
S -0.4832 1.2040 -1.3389 0.1428 -0.2869 1.3965 0.054
N -0.1890 -1.7502 1.1103 -0.8706 -0.2447 -0.0024 -0.666
C 0.5509 0.4985 0.2413 0.2533 -1.7816 2.3935 -0.421
C -0.3344 -0.2868 0.9819 0.4674 0.5158 -0.7608 -0.319
H -1.6413 0.4891 -1.1710 0.0658 0.1216 -1.0707 0.213
H 0.1308 -1.9891 2.0508 0.5308 -0.0808 -0.1092 0.435
H -1.1045 0.1284 1.5898 -0.1997 0.0188 0.5227 0.227
H 1.3728 -0.0271 -0.2199 0.2554 0.0135 -0.1335 0.230
H 1.4271 2.3330 -2.6123 -0.0743 -0.6543 0.1787 0.167
H 0.8518 1.3910 0.7590 -0.0790 0.6865 -0.4840 0.257
H -1.0808 -2.2437 1.0436 -0.2645 0.1031 -0.1847 0.431
H 0.3926 -2.1923 0.3999 0.3892 0.1817 0.0906 0.440
```
Positions in Å, forces in eV/Å.

=====

[3]
The following is a quantum chemistry calculation of C7H5KLiO3 as an isolated structure at a distorted geometry, from the Open Molecules 2025 dataset.

multiplicity: 1
total charge: -1
max |F|: 3.2 eV/A
relative energy (zero: lowest compared OMol25 entry of this formula, charge and spin): 4.2 kcal/mol
Kohn-Sham gap (spin up / spin down): 0.1184 / 0.2014 Eh
energy: -30008.7326 eV
E_LUMO (spin up / spin down): 0.0668 / 0.0750 Eh

```
17
Properties=species:S:1:pos:R:3:forces:R:3:nbo_charge:R:1
K 0.5904 3.5506 -3.9938 -0.0639 -0.3800 0.3031 0.035
O 0.1671 1.1757 -2.2059 -0.3537 -0.7299 0.9334 -1.020
O -0.7432 -1.4442 -1.3327 0.9392 0.8640 1.4580 -0.855
O 2.8102 0.3824 3.2585 -0.5999 -0.2524 -2.2100 -0.700
C 0.2352 0.9242 -0.8645 1.1766 0.1257 -1.0637 0.129
C 1.2537 0.0194 -0.3087 -0.3410 0.3551 1.2671 -0.205
C -1.4547 -0.5040 0.7572 -0.4716 -0.3401 -0.0185 -0.238
C -1.9076 -1.4325 1.6096 0.1495 0.1543 -0.2137 -0.381
C -0.4140 -0.6855 -0.2806 -0.4160 0.1928 -3.1434 0.325
C 1.9460 0.2766 0.9336 -0.7843 -0.4364 -1.3887 -0.518
C 2.3895 0.2894 2.0928 0.4309 0.2779 2.3106 0.524
Li -0.3188 -0.5029 -2.8330 0.0326 0.3022 0.3483 0.941
H 1.7684 -0.5686 -1.0827 -0.3511 -0.0444 0.2967 0.210
H -2.5136 -1.1549 2.4748 -0.4591 -0.1418 -0.6488 0.189
H -0.0315 1.7808 -0.2242 -0.3278 -0.6252 0.1221 0.165
H -1.7144 -2.4959 1.4464 0.7351 0.3517 0.5426 0.195
H -2.0627 0.3894 0.5530 0.7043 0.3264 1.1049 0.203
```
Positions in Å, forces in eV/Å.

=====

[4]
The following is a quantum chemistry calculation of a 2-piece molecular cluster, H4N4O2 overall at a distorted geometry, from the Open Molecules 2025 dataset.

multiplicity: 1
max |F|: 6.1 eV/A
relative energy (zero: lowest compared OMol25 entry of this formula, charge and spin): 14.4 kcal/mol
Kohn-Sham gap (spin up / spin down): 0.3409 / 0.3408 Eh
energy: -10114.8432 eV
E_LUMO (spin up / spin down): 0.0153 / 0.0153 Eh

```
10
Properties=species:S:1:pos:R:3:forces:R:3:nbo_charge:R:1
O 2.6641 0.1316 -0.1409 -1.0421 0.1596 0.1190 -0.943
O -1.3023 -1.6772 -0.4430 -0.2087 -0.2006 -0.2420 -0.501
N -2.4943 1.2977 0.1006 0.4656 0.4535 -1.8423 -0.324
N -1.6146 0.6734 0.6719 -3.9568 -0.0430 2.5721 0.030
N -0.3659 -0.8531 -0.2975 -3.7680 0.0066 1.1664 0.143
N -0.5476 0.3149 0.1401 5.5997 -0.6712 -2.2096 -0.076
H -3.2135 1.5491 0.7515 -0.3802 -0.0273 0.8868 0.329
H 3.1003 0.1374 -0.9828 0.4130 0.0183 -0.6180 0.473
H 3.2672 -0.2665 0.4707 0.5995 -0.3001 0.4822 0.472
H 0.5066 -1.3073 -0.2706 2.2781 0.6042 -0.3146 0.397
```
Positions in Å, forces in eV/Å.

=====

Among the records above, which one has the lowest max |F|? C2H8NS2